# 1
Here is a molecular structure, C24H34Br10O4 at a distorted geometry from the OMol25 dataset. Energies are from ωB97M-V/def2-TZVPD.

strongest force on any atom: 3.68 eV Å⁻¹
lowest unoccupied orbital energy: -0.34 eV
total charge: 0
HOMO level: -8.63 eV
Kohn-Sham gap: 8.3 eV

Element x y z (Å)
C -3.5469 -3.1890 1.6373
C -2.1420 -2.6869 1.9744
C -1.8994 -2.3738 3.4870
C -3.1574 -2.1917 4.2627
C -3.7016 -1.0383 4.6494
C -4.9815 -1.3192 5.3617
O -5.6531 -0.6568 6.0729
O -5.3537 -2.6393 5.0100
C -4.0965 -3.2451 4.7923
O -3.7520 -4.3511 5.0319
O -1.7519 -1.5760 1.1918
C -1.0959 -1.9938 -0.0004
C -0.6634 -0.8590 -0.9241
C -1.5288 0.0672 -1.5134
C -1.0537 1.0219 -2.3900
C 0.3084 1.1242 -2.6954
C 1.1777 0.2191 -2.1064
C 0.6843 -0.7681 -1.2496
H -4.2811 -2.3871 1.5284
H -3.8984 -3.9636 2.3217
H -3.4905 -3.6752 0.6567
H -1.4652 -3.5228 1.7479
H -1.3829 -1.4097 3.5061
H -1.2534 -3.1488 3.8998
H -3.3257 -0.0345 4.4994
H -0.1935 -2.5563 0.2631
H -1.8101 -2.6114 -0.5624
H -2.5841 0.0147 -1.2604
H -1.7407 1.7194 -2.8599
H 0.6520 1.8980 -3.3699
H 2.2493 0.2607 -2.3053
H 1.4002 -1.4755 -0.8362
Br -0.6220 1.1013 1.0702
C -1.7672 2.1662 2.2282
C -0.9781 3.0633 3.1440
Br -0.2011 2.0559 4.6192
H -2.3996 1.4675 2.7693
H -2.3803 2.7576 1.5505
H -1.6249 3.8024 3.6135
H -0.1609 3.5679 2.6392
Br 4.1015 -1.0528 -2.7249
C 5.3078 -0.9465 -4.2486
C 5.7945 0.4616 -4.4569
Br 4.4058 1.5597 -5.2516
H 4.7661 -1.3420 -5.1016
H 6.1403 -1.6064 -4.0131
H 6.6255 0.4804 -5.1596
H 6.0936 0.9531 -3.5366
Br 2.4676 3.8122 -2.2276
C 4.1977 4.6592 -2.4801
C 4.0741 6.1436 -2.6864
Br 3.4597 6.5640 -4.4874
H 4.6721 4.1539 -3.3142
H 4.7528 4.4477 -1.5683
H 5.0471 6.6228 -2.5977
H 3.3770 6.6115 -1.9987
Br 8.6483 3.6656 -7.5952
C 6.9226 4.2800 -6.9357
C 7.0650 5.0727 -5.6654
Br 7.3937 3.9120 -4.1351
H 6.2991 3.3996 -6.8152
H 6.5180 4.9046 -7.7292
H 6.1359 5.5930 -5.4370
H 7.8810 5.7875 -5.6971
Br -6.2675 -4.8212 4.3107
C -7.5488 -5.6076 5.5444
C -7.2107 -7.0407 5.8565
Br -7.6970 -8.2295 4.3944
H -8.5325 -5.4925 5.1007
H -7.4855 -4.9967 6.4439
H -7.7863 -7.3914 6.7111
H -6.1529 -7.1918 6.0463

Forces on the atoms, in the same order (eV/Å):
C 0.2 0.0 -0.8
C 0.1 -0.9 0.5
C -0.3 0.4 -0.5
C -0.7 0.8 0.2
C 0.0 0.2 0.1
C 0.0 0.0 -1.0
O -0.2 0.3 0.1
O 2.1 1.0 1.7
C 1.3 0.9 -0.7
O 0.1 -0.3 0.4
O -0.1 -0.1 0.1
C -0.4 0.4 -0.6
C 0.4 -0.4 -0.2
C -0.3 -0.7 -0.2
C 0.0 0.2 -0.3
C -0.4 -0.4 0.4
C 0.0 0.2 0.0
C 0.3 0.1 -0.1
H 0.1 0.0 0.3
H 0.0 0.1 0.1
H -0.1 0.1 0.1
H 0.0 0.1 0.0
H 0.2 -0.2 0.1
H -0.2 0.1 0.2
H 0.0 -0.1 0.2
H -0.2 -0.2 -0.1
H 0.3 -0.2 0.0
H 0.1 0.1 -0.1
H 0.0 -0.1 0.1
H 0.1 -0.1 0.0
H -0.8 0.3 0.1
H -0.2 0.0 0.1
Br 0.2 1.1 1.1
C 0.3 0.0 -0.3
C -0.2 0.0 0.3
Br 0.0 0.0 0.0
H 0.0 0.1 0.0
H 0.0 0.0 0.1
H 0.0 0.0 0.0
H 0.0 -0.1 0.0
Br 0.6 -0.4 -0.2
C 0.1 -0.2 0.3
C 0.0 0.0 -0.3
Br -0.1 0.1 0.0
H 0.0 0.1 0.0
H 0.0 0.0 0.0
H 0.0 0.0 0.0
H 0.0 -0.1 0.0
Br 0.0 0.0 0.0
C -0.2 -0.1 0.2
C 0.2 0.1 -0.2
Br 0.0 0.0 0.0
H 0.0 0.0 0.0
H 0.0 0.1 0.0
H 0.0 0.0 0.0
H 0.0 0.0 0.0
Br 0.0 -0.1 0.0
C 0.2 0.1 -0.2
C -0.2 0.0 0.1
Br 0.2 0.1 0.0
H 0.0 0.0 0.1
H 0.0 0.0 0.0
H 0.0 0.0 0.0
H 0.0 -0.1 0.0
Br -2.5 -2.6 -1.0
C 0.1 0.2 -0.1
C -0.2 -0.2 0.0
Br 0.1 0.0 0.0
H 0.0 -0.1 0.0
H 0.0 0.0 0.0
H 0.0 0.0 0.0
H 0.0 0.1 0.0

---

# 2
Here is 6 unconnected molecules or ions with the total composition C24H34BrF2N5O18P at a distorted geometry from the OMol25 dataset. Energies are from ωB97M-V/def2-TZVPD.

strongest force on any atom: 3.05 eV Å⁻¹
lowest unoccupied orbital energy: -3.07 eV
total charge: +1
HOMO level: -12.03 eV
Kohn-Sham gap: 9.0 eV

Element x y z (Å)
O 0.9299 -4.1868 0.0911
C 0.8804 -3.0531 -0.2366
F 1.5149 -2.1194 0.4232
N 0.0851 -2.5798 -1.3567
C 0.9846 -1.9024 -2.3004
O 1.2610 -2.4056 -3.3370
F 1.4964 -0.7628 -1.9207
C -0.8703 -1.6976 -0.8367
N -1.3655 -0.6527 -1.4196
C -2.1941 -0.1198 -0.5108
N -2.8490 0.9950 -0.7657
P -3.9125 1.8329 0.3631
O -5.1626 0.8500 0.7478
Br -4.7987 3.2018 -1.1075
N -2.2333 -0.8448 0.6022
N -1.3713 -1.8692 0.3606
H -2.6794 1.4011 -1.6939
H -5.1042 0.6765 1.6916
H -2.7632 -0.7157 1.4454
H -1.2129 -2.5564 1.0801
C 2.9196 1.2074 4.7846
C 1.8142 0.3852 4.1736
C 1.6128 0.5944 2.6968
O 0.2288 0.2379 2.5310
C -0.3918 0.4904 3.7128
O -1.5702 0.4670 3.8581
O 0.5121 0.7639 4.6801
H 2.8614 2.2478 4.4646
H 2.8407 1.2061 5.8711
H 3.8954 0.8161 4.5024
H 1.9603 -0.6734 4.4090
H 2.2468 -0.0404 2.0825
H 1.7394 1.6341 2.3896
C 0.9351 -7.1915 -0.7098
C 1.7575 -8.2401 -1.4181
C 1.8602 -8.0695 -2.9138
O 2.0932 -9.4128 -3.3496
C 1.5230 -10.2397 -2.4315
O 1.3750 -11.4024 -2.5729
O 1.1444 -9.5352 -1.3288
H -0.0125 -7.0222 -1.2251
H 0.6954 -7.5170 0.3024
H 1.4736 -6.2531 -0.6576
H 2.7488 -8.3109 -0.9601
H 2.6768 -7.4180 -3.2174
H 0.9298 -7.7180 -3.3672
C -8.6499 3.3708 -5.6775
C -7.3259 3.4475 -4.9586
C -6.1362 3.7357 -5.8390
O -5.0633 3.1436 -5.0891
C -5.5977 2.1313 -4.3591
O -4.9656 1.3236 -3.7669
O -6.9523 2.1732 -4.4014
H -8.5743 2.7543 -6.5740
H -9.4050 2.9150 -5.0383
H -8.9886 4.3649 -5.9668
H -7.3890 4.1632 -4.1329
H -5.9618 4.7981 -5.9912
H -6.1918 3.2366 -6.8087
C -1.1990 6.8334 -1.6602
C -0.7197 5.5676 -2.3264
C -0.7492 5.5891 -3.8331
O -0.8783 4.1916 -4.1434
C -1.5095 3.6096 -3.1060
O -1.9312 2.4959 -3.1158
O -1.6010 4.4581 -2.0530
H -2.1327 7.1814 -2.1040
H -1.3929 6.6586 -0.6025
H -0.4543 7.6225 -1.7544
H 0.2727 5.3009 -1.9525
H 0.1539 6.0014 -4.2752
H -1.6195 6.1110 -4.2365
C 8.1777 -1.1691 7.0868
C 7.7621 0.2370 6.7321
C 6.4299 0.6678 7.2876
O 6.0225 1.6739 6.3455
C 6.6086 1.3604 5.1569
O 6.3427 1.8735 4.1219
O 7.5270 0.3782 5.3195
H 7.3582 -1.8724 6.9304
H 9.0031 -1.4935 6.4545
H 8.4904 -1.2263 8.1287
H 8.5518 0.9414 7.0075
H 6.4989 1.0842 8.2895
H 5.6839 -0.1309 7.2795

Forces on the atoms, in the same order (eV/Å):
O -0.1 0.7 -0.1
C -0.2 -2.4 -0.1
F 0.4 0.9 0.1
N 1.0 1.8 1.0
C 0.1 -1.4 -2.7
O -0.3 0.4 1.1
F -0.2 0.4 0.8
C 0.2 -0.2 -0.7
N 0.6 0.1 -0.7
C -0.6 1.3 -1.0
N -1.2 0.1 0.2
P 0.4 0.9 0.8
O 0.6 -0.3 -1.0
Br 0.0 -0.2 0.2
N -0.1 0.1 -0.4
N -0.5 -1.2 2.4
H 0.0 0.0 -0.2
H -0.2 0.1 0.3
H 0.1 -0.1 0.4
H 0.1 -0.2 -0.1
C -0.2 0.3 0.2
C 0.5 0.3 0.2
C 0.2 -0.2 -0.3
O -0.1 -0.1 -0.1
C 0.6 0.2 0.4
O -0.5 -0.2 -0.2
O -0.3 -0.2 -0.4
H 0.0 0.0 -0.1
H 0.0 -0.1 0.0
H 0.0 0.0 -0.1
H -0.1 0.0 -0.1
H -0.1 -0.1 0.0
H 0.0 0.0 0.1
C -0.3 -0.4 0.0
C -0.3 0.3 0.2
C 0.2 0.0 -0.2
O -0.1 0.1 0.1
C 0.0 0.1 0.0
O 0.0 -0.3 0.0
O 0.2 0.0 -0.2
H 0.0 0.0 -0.1
H 0.1 0.0 0.0
H 0.1 0.0 0.0
H 0.0 0.0 -0.1
H 0.1 -0.2 -0.1
H 0.0 0.1 0.1
C -0.1 -0.3 0.0
C -0.5 0.0 -0.3
C 0.2 0.2 0.0
O -0.1 0.0 0.0
C -0.2 0.1 -0.2
O 0.2 -0.3 0.2
O 0.3 0.1 0.1
H 0.1 0.0 0.0
H 0.0 0.1 0.1
H 0.0 0.0 0.0
H 0.1 0.0 0.0
H 0.2 0.0 0.1
H -0.1 0.0 0.0
C -0.3 -0.1 0.1
C -0.1 0.6 0.2
C 0.2 0.0 -0.2
O -0.1 0.0 0.1
C 0.1 0.4 0.0
O -0.1 -0.4 0.2
O 0.1 -0.3 -0.2
H 0.0 0.0 -0.1
H 0.1 0.0 0.0
H 0.0 0.0 0.0
H 0.0 -0.1 -0.1
H 0.0 -0.2 -0.1
H 0.0 0.0 0.1
C -0.1 -0.2 -0.3
C 0.2 -0.5 0.2
C -0.1 0.3 0.3
O 0.1 -0.2 -0.2
C 0.1 -0.1 0.2
O -0.2 0.1 -0.3
O -0.2 0.3 0.0
H 0.0 0.0 0.0
H 0.1 0.1 0.1
H 0.0 0.1 0.0
H -0.1 0.1 0.0
H -0.1 0.2 -0.1
H 0.1 -0.1 0.0

---

# 3
Here is 6 unconnected molecules or ions with the total composition C24H34N2O12 at a distorted geometry from the OMol25 dataset. Energies are from ωB97M-V/def2-TZVPD.

structure (SMILES): C[C@H]1COC(=O)O1.C[C@H]1COC(=O)O1.C[C@H]1COC(=O)O1.C[C@H]1COC(=O)O1.c1cc[nH]c1.c1cc[nH]c1
strongest force on any atom: 3.95 eV Å⁻¹
lowest unoccupied orbital energy: 0.34 eV
total charge: 0
HOMO level: -8.24 eV
Kohn-Sham gap: 8.6 eV

Element x y z (Å)
C -0.5239 -2.5355 5.3736
C 0.4215 -2.1073 4.2054
C -0.3212 -1.5410 2.9249
O 0.4881 -0.5399 2.5430
C 1.1805 -0.0419 3.5567
O 1.7642 1.0283 3.4978
O 1.0885 -0.9194 4.6115
H -0.0267 -2.6959 6.3302
H -1.1006 -3.4047 5.0575
H -1.2824 -1.8146 5.6787
H 1.1449 -2.9038 4.0314
H -1.2985 -1.1224 3.1651
H -0.3316 -2.3329 2.1760
C 0.3288 2.8377 -4.3605
C 0.0399 3.5852 -5.7197
C -1.2362 2.9574 -6.3103
O -1.8711 4.1721 -6.6741
C -1.4645 5.2181 -5.9420
O -1.9844 6.3249 -5.8690
O -0.3663 4.8833 -5.3188
H 0.3217 1.7497 -4.4264
H -0.3580 3.1558 -3.5761
H 1.3407 3.0134 -3.9953
H 0.8706 3.5768 -6.4254
H -1.8376 2.4441 -5.5600
H -1.0038 2.2810 -7.1328
C -0.9309 4.2397 2.5369
C -0.2972 4.1336 1.1687
C -0.0779 2.6590 0.8155
O -0.6517 2.6108 -0.5145
C -1.2278 3.7894 -0.8125
O -1.8771 3.9872 -1.8360
O -1.1060 4.6921 0.1739
H -1.8972 3.7728 2.7279
H -1.1432 5.2961 2.7012
H -0.2759 3.9807 3.3687
H 0.5801 4.7785 1.1184
H -0.7008 2.0987 1.5127
H 0.9908 2.4447 0.8139
C 4.2591 -6.4627 0.3579
C 4.1877 -4.9737 -0.0619
C 2.7693 -4.4754 -0.2267
O 2.6130 -3.2924 0.5210
C 3.7175 -3.1656 1.2992
O 4.0594 -2.1780 1.9565
O 4.5297 -4.1874 1.0952
H 3.8061 -7.1311 -0.3743
H 3.7458 -6.6276 1.3053
H 5.2994 -6.7258 0.5491
H 4.9391 -4.7098 -0.8062
H 2.0715 -5.2262 0.1440
H 2.6215 -4.1962 -1.2699
C 0.1569 -2.5551 -1.7850
C -0.3731 -1.8990 -2.8544
C -0.5607 -0.5497 -2.5185
N -0.0911 -0.4554 -1.2224
C 0.2219 -1.6983 -0.7455
H 0.3434 -3.6139 -1.6819
H -0.6381 -2.2853 -3.8276
H -0.8485 0.3410 -3.0574
H 0.0159 0.4446 -0.7768
H 0.5717 -1.8731 0.2612
C -2.9567 0.4276 0.6632
C -3.2435 -0.7455 1.3602
C -3.5141 -0.3443 2.6026
N -3.4951 1.0748 2.7461
C -3.2026 1.4895 1.5164
H -2.6384 0.5034 -0.3660
H -3.2688 -1.8049 1.1518
H -3.6697 -0.9593 3.4766
H -3.6755 1.5525 3.6175
H -3.1211 2.5510 1.3348

Forces on the atoms, in the same order (eV/Å):
C -0.1 0.2 -0.5
C -2.2 0.7 1.0
C -0.5 -3.3 1.9
O 1.3 2.2 -2.0
C 1.3 1.5 0.7
O -1.1 -2.3 0.7
O 1.1 1.4 -0.3
H 0.5 -0.5 -0.4
H 0.2 -0.3 0.2
H 0.1 0.6 -0.7
H 0.1 0.1 -0.3
H -0.1 -0.5 0.0
H -0.5 0.3 -0.2
C 1.2 0.1 -0.6
C -0.2 -2.6 2.9
C 1.1 1.3 0.6
O -2.2 0.0 -1.6
C -1.5 2.6 -0.2
O 0.8 -2.7 -0.5
O 1.7 0.1 0.3
H -0.4 -0.1 -0.4
H -0.2 0.1 -0.3
H 0.1 0.4 0.0
H 0.0 0.4 0.1
H 0.0 0.0 0.0
H -0.4 0.4 -0.3
C -0.3 1.7 0.8
C 0.8 0.0 1.8
C -0.3 1.5 -0.4
O 0.5 -0.2 0.2
C -2.5 0.5 -2.6
O 1.8 -0.5 2.2
O -0.8 -0.7 -1.1
H 0.1 -0.5 -0.6
H 0.0 0.2 0.1
H 0.3 -0.3 -0.3
H 0.5 -0.5 0.4
H 0.5 -0.6 -0.4
H -0.3 -0.6 -0.1
C 0.3 0.7 -0.1
C -0.2 -0.6 2.0
C -0.5 -0.4 -1.8
O 0.6 0.4 1.0
C 1.5 3.3 0.6
O -1.8 -2.7 -1.3
O 1.4 -0.6 0.7
H 0.2 0.1 -0.2
H -0.2 0.3 0.0
H 0.0 -0.2 -0.3
H -0.4 -0.1 -0.4
H -0.2 0.0 -0.3
H -0.6 -0.3 0.0
C -0.1 -2.2 1.2
C -1.3 2.3 -2.6
C 1.2 -1.3 0.7
N -0.9 0.5 -0.3
C 1.1 1.4 0.9
H 0.0 0.0 -0.2
H 0.1 -0.2 0.1
H -0.1 -0.3 0.0
H -0.2 -0.4 0.3
H 0.0 0.3 -0.2
C -0.3 1.2 -1.1
C 0.1 -0.5 0.4
C -0.9 1.0 3.5
N -0.3 -3.8 0.2
C 1.0 1.6 -1.7
H -0.2 0.2 0.0
H 0.3 0.2 -0.7
H -0.3 0.1 0.0
H 0.0 0.1 -0.5
H 0.0 -0.1 -0.3

---

Q: The highest lowest unoccupied orbital energy belongs to which entry?
A: C24H34N2O12

---

Q: Number 2 is which compound?
A: C24H34BrF2N5O18P